Record 1
Computed, not measured: C12H45AlClIN18O10P as an isolated structure, with wB97M-V/def2-TZVPD.

ORCA input file:
```
! RIJCOSX wB97M-V def2-TZVPD def2/J DEFGRID3
* xyz -1 1
C -0.31 -1.32 1.57
C -1.45 -0.14 1.46
C -2.76 -0.57 0.52
I -2.44 -0.28 -1.63
Al -4.34 0.57 1.27
P -5.68 -0.98 2.45
O -6.44 -1.91 1.17
Cl -4.31 -2.16 3.59
H -0.65 -2.14 2.36
H -0.10 -1.85 0.54
H 0.66 -0.82 2.04
H -1.07 0.88 1.03
H -1.91 -0.03 2.56
H -2.95 -1.73 0.71
H -3.80 1.69 2.27
H -5.24 1.16 0.10
H -7.09 -2.58 1.53
C -0.11 -2.33 5.76
O 0.54 -1.51 5.14
N 0.30 -2.87 6.92
N -1.31 -2.77 5.34
H -0.22 -3.54 7.45
H 1.20 -2.56 7.28
H -1.66 -2.40 4.47
H -1.87 -3.45 5.84
C 1.34 2.34 -0.17
O 0.49 2.70 0.62
N 2.65 2.28 0.15
N 1.06 1.95 -1.43
H 3.37 1.98 -0.48
H 2.91 2.56 1.09
H 0.09 1.98 -1.71
H 1.75 1.65 -2.09
C 2.67 -0.48 -4.20
O 2.10 -0.22 -3.15
N 3.74 0.20 -4.64
N 2.27 -1.47 -5.02
H 4.22 0.00 -5.50
H 4.07 0.96 -4.05
H 1.46 -2.01 -4.73
H 2.72 -1.70 -5.89
C 0.69 -1.24 -8.92
O 1.84 -0.85 -9.07
N 0.11 -1.34 -7.71
N -0.09 -1.62 -9.95
H -0.83 -1.66 -7.57
H 0.67 -1.07 -6.91
H 0.31 -1.56 -10.88
H -1.04 -1.94 -9.84
C 7.34 -0.10 -4.19
O 6.46 0.75 -4.12
N 7.07 -1.41 -4.21
N 8.65 0.21 -4.26
H 7.78 -2.13 -4.26
H 6.10 -1.69 -4.16
H 8.89 1.19 -4.25
H 9.38 -0.48 -4.32
C -6.63 -5.64 0.92
O -7.20 -5.38 1.97
N -5.56 -4.96 0.49
N -7.03 -6.63 0.10
H -5.08 -5.16 -0.37
H -5.23 -4.20 1.08
H -7.84 -7.17 0.39
H -6.58 -6.86 -0.76
C -5.11 3.72 -2.73
O -5.98 4.57 -2.66
N -5.38 2.40 -2.75
N -3.80 4.03 -2.80
H -4.67 1.69 -2.80
H -6.35 2.13 -2.70
H -3.55 5.01 -2.79
H -3.07 3.34 -2.85
C 0.42 2.45 5.51
O -0.15 2.15 6.55
N 0.87 1.54 4.63
N 0.66 3.73 5.15
H 1.34 1.77 3.77
H 0.71 0.57 4.86
H 0.34 4.45 5.79
H 1.12 4.00 4.30
C 5.05 4.46 6.41
O 6.19 4.85 6.26
N 4.47 4.36 7.62
N 4.26 4.08 5.38
H 3.53 4.04 7.76
H 5.02 4.63 8.42
H 4.66 4.14 4.45
H 3.32 3.76 5.49
*
```

Output
lowest unoccupied orbital energy: 0.0521 Ha
E: -96990.614 eV

These are the Löwdin partial charges, in e, on atoms 1 to 4: number 1, C, carries -0.15; number 2, C, carries -0.37; number 3, C, carries -0.86; number 4, I, carries 0.58

Record 2
Computed, not measured: a 12-piece molecular cluster, C12H48N24O12 overall, with wB97M-V/def2-TZVPD.

ORCA input file:
```
! RIJCOSX wB97M-V def2-TZVPD def2/J DEFGRID3
* xyz 0 1
C 3.34 -1.18 2.50
O 2.57 -1.14 1.50
N 4.16 -0.13 2.92
N 3.37 -2.24 3.29
H 4.03 0.86 2.63
H 4.81 -0.30 3.64
H 2.68 -3.01 3.11
H 3.60 -1.97 4.23
C -4.47 1.62 -2.72
O -4.43 2.81 -2.37
N -3.88 0.51 -2.22
N -5.34 1.34 -3.68
H -3.48 -0.17 -2.86
H -3.10 0.72 -1.59
H -6.08 2.00 -3.94
H -5.38 0.41 -4.06
C -2.68 -2.10 1.06
O -1.61 -1.48 0.88
N -2.68 -3.18 1.89
N -3.88 -1.65 0.62
H -3.42 -3.85 1.99
H -1.79 -3.59 2.06
H -3.94 -0.82 0.11
H -4.70 -2.29 0.66
C 2.69 -2.88 -1.94
O 2.86 -3.68 -1.03
N 2.54 -1.53 -1.71
N 2.47 -3.29 -3.21
H 2.64 -1.13 -0.74
H 2.51 -0.90 -2.48
H 2.88 -4.14 -3.39
H 2.44 -2.59 -3.89
C -1.07 3.42 -2.74
O -0.68 3.50 -3.91
N -0.78 2.42 -1.91
N -1.86 4.40 -2.21
H -0.16 1.66 -2.27
H -1.30 2.35 -1.05
H -2.43 5.10 -2.77
H -1.88 4.63 -1.26
C 0.13 -1.27 5.01
O 0.03 -1.92 6.05
N -0.45 -1.57 3.83
N 0.93 -0.16 4.91
H -0.21 -1.12 2.95
H -0.92 -2.43 3.76
H 1.52 -0.16 5.78
H 1.46 -0.15 4.06
C -2.97 2.13 1.20
O -1.88 2.67 0.87
N -3.05 1.28 2.28
N -4.22 2.36 0.68
H -3.73 0.50 2.16
H -2.18 0.95 2.71
H -4.39 2.55 -0.34
H -4.97 1.91 1.19
C -1.54 -1.86 -2.90
O -2.73 -2.04 -2.84
N -0.74 -2.29 -3.93
N -0.73 -1.28 -1.96
H 0.23 -2.63 -3.78
H -1.10 -2.89 -4.63
H 0.26 -1.32 -2.01
H -1.16 -1.17 -1.05
C 0.32 -4.45 1.86
O -0.52 -4.40 2.77
N 0.19 -3.64 0.75
N 1.44 -5.20 1.86
H 1.04 -3.49 0.18
H -0.41 -2.80 0.83
H 1.41 -6.02 2.43
H 2.13 -5.12 1.17
C 2.34 2.34 -0.21
O 3.40 2.34 0.31
N 1.88 3.42 -0.97
N 1.39 1.33 -0.04
H 2.54 4.03 -1.36
H 1.20 3.24 -1.72
H 1.65 0.56 0.57
H 0.39 1.59 -0.02
C 1.35 0.25 -4.52
O 2.20 -0.60 -4.24
N 0.33 0.15 -5.40
N 1.27 1.47 -3.84
H 0.36 -0.49 -6.19
H -0.29 0.94 -5.54
H 2.02 1.53 -3.15
H 0.82 2.37 -3.93
C 3.49 3.56 4.03
O 4.22 2.65 4.32
N 3.20 4.57 4.98
N 2.85 3.71 2.84
H 2.51 5.34 4.62
H 3.97 4.72 5.61
H 3.00 3.05 2.11
H 2.15 4.43 2.74
*
```

Output
lowest unoccupied orbital energy: 0.0120 Ha
E: -73568.371 eV
SMILES: NC(N)=O.NC(N)=O.NC(N)=O.NC(N)=O.NC(N)=O.NC(N)=O.NC(N)=O.NC(N)=O.NC(N)=O.NC(N)=O.NC(N)=O.NC(N)=O
energy above the lowest of the compared OMol25 structures with the same formula, charge and spin: 1.992 eV

These are the Löwdin partial charges, in e, on atoms 1 to 4: number 1, C, carries -0.64; number 2, O, carries -0.05; number 3, N, carries 0.17; number 4, N, carries 0.17

Record 3
Computed, not measured: a 12-piece molecular cluster, C12H48N24O12 overall, with wB97M-V/def2-TZVPD.

ORCA input file:
```
! RIJCOSX wB97M-V def2-TZVPD def2/J DEFGRID3
* xyz 0 1
C -2.10 -1.68 1.18
O -1.82 -2.76 0.62
N -2.36 -1.52 2.46
N -2.25 -0.63 0.34
H -2.37 -0.62 2.89
H -1.98 -2.28 3.04
H -2.11 -0.72 -0.66
H -2.18 0.31 0.62
C -1.16 3.08 2.98
O -1.92 4.04 2.81
N -1.67 1.88 3.49
N 0.21 3.05 2.65
H -0.99 1.25 3.84
H -2.55 1.99 4.00
H 0.49 2.04 2.56
H 0.56 3.60 1.91
C 0.93 3.67 -3.34
O 1.28 3.68 -2.16
N -0.13 4.38 -3.73
N 1.58 2.96 -4.27
H -0.53 4.76 -2.94
H -0.63 4.22 -4.56
H 2.50 2.66 -4.01
H 1.24 3.04 -5.20
C 2.33 2.77 5.66
O 2.80 1.96 6.47
N 2.98 2.96 4.52
N 1.21 3.60 5.92
H 2.66 3.51 3.79
H 3.74 2.38 4.27
H 0.74 3.97 5.10
H 0.81 3.71 6.83
C 0.98 -0.72 5.34
O 0.23 -0.34 4.38
N 0.82 -0.14 6.54
N 1.83 -1.77 5.30
H 1.70 0.07 7.01
H 0.35 0.74 6.33
H 1.85 -2.44 4.50
H 2.41 -1.85 6.07
C -2.20 -5.44 -2.14
O -2.10 -5.99 -3.22
N -3.28 -4.66 -1.80
N -1.24 -5.61 -1.12
H -3.26 -3.93 -1.16
H -3.93 -4.48 -2.54
H -0.75 -6.46 -1.37
H -1.57 -5.60 -0.15
C -1.63 -3.16 -5.28
O -1.54 -2.16 -5.99
N -2.89 -3.68 -5.08
N -0.58 -3.98 -5.01
H -3.05 -4.65 -4.90
H -3.66 -3.24 -5.65
H 0.27 -3.55 -5.33
H -0.72 -4.97 -4.73
C -1.82 2.74 -0.38
O -1.37 1.86 -1.14
N -1.06 3.81 -0.08
N -2.99 2.75 0.31
H -0.19 4.01 -0.55
H -1.52 4.52 0.50
H -3.64 2.00 0.34
H -3.18 3.50 0.94
C 4.73 1.48 -1.88
O 4.85 1.86 -3.08
N 4.82 0.18 -1.52
N 4.53 2.40 -0.87
H 4.95 -0.41 -2.32
H 4.91 -0.24 -0.62
H 4.09 3.24 -1.22
H 4.19 1.99 -0.06
C 0.36 -4.59 2.80
O 1.08 -5.24 3.46
N 0.81 -3.67 1.84
N -1.04 -4.59 2.96
H 0.11 -3.17 1.25
H 1.70 -3.80 1.42
H -1.51 -4.43 2.07
H -1.34 -5.25 3.63
C 1.79 0.75 0.65
O 2.98 0.73 1.03
N 1.44 1.11 -0.63
N 0.75 0.29 1.33
H 2.11 1.78 -1.12
H 0.46 1.12 -0.89
H 0.99 -0.39 2.08
H -0.12 0.12 0.85
C -1.07 1.27 -5.93
O -0.92 2.47 -5.87
N -0.10 0.37 -5.76
N -2.20 0.74 -6.50
H 0.62 0.87 -5.29
H -0.31 -0.60 -5.49
H -2.89 1.37 -6.84
H -2.33 -0.26 -6.55
*
```

Output
lowest unoccupied orbital energy: 0.0082 Ha
E: -73568.929 eV
SMILES: NC(N)=O.NC(N)=O.NC(N)=O.NC(N)=O.NC(N)=O.NC(N)=O.NC(N)=O.NC(N)=O.NC(N)=O.NC(N)=O.NC(N)=O.NC(N)=O
energy above the lowest of the compared OMol25 structures with the same formula, charge and spin: 1.434 eV

These are the Löwdin partial charges, in e, on atoms 1 to 4: number 1, C, carries -0.68; number 2, O, carries -0.05; number 3, N, carries 0.21; number 4, N, carries 0.17

> Among the records above, which one has the lowest lowest unoccupied orbital energy?

number 3

> Which value of E does entry 1 give?

-96990.614 eV

> E of number 2 (C12H48N24O12)?

-73568.371 eV

> Number 2 is which compound?

C12H48N24O12